ORCA calculation (the ωB97M-V functional and the def2-TZVPD basis) on a molecular structure, C47H37GdN7O2P.

Atoms and positions in Å:
H: -0.6616 4.1560 -1.7246
C: 2.7840 -0.6717 2.4130
C: 2.7631 -2.2878 -2.5032
C: -4.6209 2.2680 -3.1046
H: -4.1148 5.1623 1.2991
C: 2.1580 -4.4399 -1.6259
C: 4.1822 -2.3356 3.4780
C: -2.3808 -5.2185 -0.0533
C: 0.3678 1.2917 -3.8951
H: 0.8890 2.1863 -3.5551
H: -1.7791 -2.0616 -6.5709
C: -2.8199 0.1428 -1.8300
H: -3.7230 5.9416 3.6014
N: 1.2952 1.0560 1.6195
H: -0.6640 -4.3341 -3.1360
C: -7.1563 3.4196 1.3701
H: -2.3453 -3.7836 -1.6404
H: 4.6287 -2.7533 4.3670
H: -2.1568 -6.5484 1.6097
H: -5.6819 2.0891 2.1694
C: -2.6548 3.7006 -2.5369
H: 5.0355 -3.8038 2.1762
H: 3.5550 -6.0129 -1.9578
C: -1.4632 3.4318 3.4731
C: -2.1989 4.4819 3.9867
H: -2.0360 4.8102 5.0031
H: 4.0044 -2.8941 0.1453
C: -2.4781 1.5800 -1.9919
N: -1.3477 2.1431 -1.6197
H: -3.3439 -5.6176 -0.3377
C: 4.2346 -4.1632 -2.7999
C: 1.9139 0.4474 2.5772
C: -0.5656 -3.6918 -0.4452
C: -5.9482 2.9428 -1.0469
O: 2.3629 -0.8703 0.0671
H: -4.6803 2.6345 -4.1360
C: 4.4020 -2.9281 2.2360
H: -8.5336 4.7188 0.3301
H: -4.8246 1.1921 -3.0905
C: -1.6695 2.9991 2.1644
H: -1.2689 0.2885 -6.6977
C: 3.8150 -2.4262 1.1006
H: 0.0202 -5.5971 2.2951
C: -0.1846 1.3432 -5.1869
H: -2.1554 -0.2998 -1.0784
C: 3.9396 -2.8215 -2.9941
H: 1.0235 -3.7529 0.9915
H: -3.1085 4.5946 -2.9115
C: -5.4310 2.2997 0.0706
H: 1.7178 0.7863 3.5991
C: -0.4927 -5.2104 1.4266
H: -7.5995 3.5866 2.3401
C: -2.6351 3.6262 1.3922
C: -0.3751 -2.2273 -2.9766
C: 2.9646 -1.2932 1.1368
C: -0.8248 0.2583 -5.7113
O: -1.2241 0.9651 0.8685
H: -0.7155 2.9396 4.0752
C: 3.3418 -4.9664 -2.1142
C: -0.7667 -3.3750 -3.6251
H: -0.1152 2.2563 -5.7638
C: -3.3683 4.6785 1.9092
C: -0.7977 1.9178 1.6293
H: 4.6323 -2.1880 -3.5309
C: -7.6824 4.0571 0.2717
H: 3.2110 -0.7399 4.5055
Gd: 0.5556 0.4346 -0.5366
C: -6.0532 2.5592 1.2713
C: -0.8655 -0.9441 -4.9787
H: -3.8475 0.0164 -1.4923
H: 2.5335 -1.2363 -2.6554
H: 5.1490 -4.5820 -3.1930
N: -6.4811 3.8007 -3.0160
C: -3.1525 5.1132 3.2044
C: -0.3409 -0.9682 -3.6521
P: 0.2970 -2.3078 -1.2680
C: -7.0599 3.8171 -0.9532
N: -5.6324 2.9729 -2.3763
N: -3.3047 2.4919 -2.5688
H: 1.4640 -5.0868 -1.1109
C: 0.2721 0.1904 -3.0461
H: -2.6860 -0.3866 -2.7750
C: -1.2922 -3.3207 -4.9216
N: 0.4229 2.0423 2.0577
C: -1.7172 -5.7394 1.0446
C: 0.0728 -4.1837 0.6964
C: -1.4506 3.4655 -1.9509
H: -1.6190 -4.2337 -5.3979
N: -7.3139 4.2916 -2.2077
H: -2.7946 3.2991 0.3782
C: -1.3762 -2.1202 -5.5681
C: 3.3875 -1.2197 3.5528
C: 1.8658 -3.0941 -1.8023
H: -4.5806 1.6409 0.0255
C: -1.8163 -4.1918 -0.7914

Properties
Energy above the lowest of the compared OMol25 structures with the same formula, charge and spin (eV): 1.639
Orbital gap (spin up / spin down) (eV): 6.23 / 7.81
LUMO (spin up / spin down) (eV): -1.3408 / 0.2297
Spin multiplicity: 8
Calculated total energy (eV): -93988.902

=====

ORCA calculation (the ωB97M-V functional and the def2-TZVPD basis) on a molecular structure, C35H23BrN7O2V.

Atoms and positions in Å:
C: -31.1991 -10.1374 0.4171
C: -20.9362 -9.1033 -5.7192
H: -15.2127 -2.8202 -7.3105
C: -28.1961 -11.7057 -2.9585
O: -14.8942 -4.9625 -7.2632
C: -22.9747 -10.8121 -6.5562
H: -24.8815 -12.7431 -8.5196
C: -31.1609 -9.1607 -0.5699
C: -18.1756 -6.2823 -8.1832
H: -23.2196 -12.5676 -2.4298
H: -18.3053 -6.7229 -4.8325
H: -18.7487 -6.5910 -9.0629
C: -24.1437 -11.9816 -8.2404
H: -24.3896 -10.9175 -10.0550
H: -16.7615 -5.0886 -9.2324
C: -31.4688 -8.3757 2.0035
C: -16.5781 -5.8294 -5.8924
C: -26.3014 -13.7777 -3.0524
N: -29.8595 -10.4140 -1.9298
H: -13.7826 -3.4645 -8.1435
C: -21.3915 -9.0422 -7.0742
H: -15.3236 -3.5546 -8.9207
C: -27.2774 -11.8498 -4.0448
C: -29.0111 -9.6371 -4.1139
C: -21.5179 -9.9298 -4.6953
H: -31.2169 -10.4268 2.5381
H: -20.3406 -9.3517 -3.0360
C: -23.0436 -9.8933 -8.8046
N: -19.9055 -8.2534 -5.5825
O: -26.1406 -10.9609 -5.8432
C: -22.4470 -9.8791 -7.5215
C: -31.6141 -7.8728 -0.3469
C: -22.8006 -11.7340 -3.0058
H: -32.3039 -6.5226 1.1506
N: -23.1660 -11.6837 -4.3111
C: -31.8126 -7.4758 0.9440
C: -27.0437 -13.5772 -1.9203
H: -27.8578 -8.9166 -5.7624
C: -17.8838 -6.4040 -5.8044
C: -23.7805 -11.0011 -9.1463
H: -21.5466 -10.9140 -1.4788
N: -23.6382 -11.9534 -6.9903
N: -20.5380 -8.1689 -7.7164
C: -21.1304 -9.9390 -3.3847
C: -14.8167 -3.6648 -7.9129
C: -19.6637 -7.6942 -6.7454
H: -26.8350 -14.1696 -1.0529
Br: -31.6600 -7.7602 3.8103
H: -15.9667 -5.6638 -5.0048
H: -31.1084 -11.2230 0.1937
V: -24.8130 -12.2975 -5.3383
C: -22.5473 -10.8013 -5.1639
H: -25.7853 -14.7461 -3.2699
C: -27.9964 -12.5266 -1.8223
C: -27.0981 -10.8394 -4.9932
C: -21.8324 -10.8495 -2.5364
N: -30.5904 -9.3586 -1.8030
C: -18.6198 -6.7280 -6.9512
H: -31.5565 -7.1892 -1.1967
C: -31.3306 -9.7300 1.7504
H: -22.8547 -9.0624 -9.5430
H: -20.6159 -7.9672 -8.7049
C: -16.1437 -5.4309 -7.1466
H: -28.5521 -12.3314 -0.8852
C: -27.9620 -9.7245 -5.0617
H: -29.8092 -8.8690 -4.0635
N: -26.3800 -12.8663 -4.1333
C: -16.9933 -5.5734 -8.3078
C: -29.1212 -10.5446 -3.0366

Properties
Net charge: +2
Orbital gap (spin up / spin down) (eV): 4.74 / 5.05
LUMO (spin up / spin down) (eV): -7.3470 / -7.0333
Spin multiplicity: 3
Calculated total energy (eV): -146908.455

=====

ORCA calculation (the ωB97M-V functional and the def2-TZVPD basis) on C21H28N2O2S in the gas phase.

Atoms and positions in Å:
C: 1.7054 -0.7136 -0.8875
C: -1.9873 2.5128 1.2725
C: -4.6413 -1.1108 0.3252
H: -5.3596 -2.2928 1.9548
C: 4.0187 -1.1163 -0.3302
H: 4.8677 -2.4300 1.9038
O: -2.5189 2.1565 -2.2726
H: -2.8977 1.9709 1.5296
C: 0.5747 2.7383 -0.0810
H: 6.7152 -0.6763 -0.8699
H: 0.7515 -1.0879 -1.2341
H: -0.8370 1.8121 2.9556
C: -0.7525 1.8375 1.8687
H: -6.1798 -4.2726 -1.4173
H: -5.1377 -2.8484 -1.6653
H: -0.6939 0.8078 1.5102
H: -6.5765 -0.4897 -0.3521
H: -0.1163 0.9933 -0.9681
H: -0.7270 3.4094 -1.6869
H: 1.3895 2.0783 1.8117
H: 6.4797 -2.8720 1.3305
H: -4.4864 -4.2980 -0.8557
C: 1.8270 0.6405 -0.5670
H: 5.9671 -1.6036 -2.1697
H: -3.9711 -2.9911 1.0816
C: 0.5021 2.6016 1.4534
O: -5.8558 -3.2071 0.2521
C: -0.7190 3.3850 -0.5956
H: 1.4169 3.3892 -0.3461
H: 5.0855 0.6210 0.3288
C: -3.5836 0.9552 -0.5582
H: -0.8050 4.4054 -0.2086
C: -4.9167 -2.4392 0.9627
H: 7.1363 -2.3752 -1.0923
C: 5.1867 -2.0635 -0.2052
C: 2.7817 -1.5681 -0.7728
H: -5.4575 1.6694 -1.3147
S: -3.0337 -0.4713 0.2715
H: 2.6559 -2.6112 -1.0288
H: 3.2101 2.1402 0.1189
C: 5.6803 -2.1391 1.2414
C: 3.0701 1.0986 -0.1270
C: -2.6163 1.9582 -1.0744
C: 6.3239 -1.6532 -1.1433
C: -5.3794 -3.6748 -0.9876
C: -5.5268 -0.2705 -0.2755
H: -2.0719 3.5327 1.6691
H: 4.8461 -3.0626 -0.5005
N: 0.7450 1.4721 -0.7489
N: -1.8555 2.6033 -0.1617
H: 6.0613 -1.1752 1.5696
H: 0.4909 3.5996 1.8968
C: 4.1382 0.2309 -0.0143
C: -4.9229 0.8947 -0.7955

Properties
Energy above the lowest of the compared OMol25 structures with the same formula, charge and spin (eV): 0.463
Orbital gap (eV): 8.13
Structure (SMILES): COCc1ccc(C(=O)N2CCC[C@@H](Nc3ccc(C(C)C)cc3)C2)s1
LUMO (eV): 0.5873
Spin multiplicity: 1
Calculated total energy (eV): -40142.192

=====

Strongest force on any atom, record by record: 1.47, 3.92, 0.70 eV/A